DFT (ωB97M-V/def2-TZVPD) results for a single C5H5NO molecule in a non-equilibrium geometry.

## Properties
HOMO-LUMO gap: 9.12 eV
SMILES: C=C(C#N)C(C)=O
Charge: 0

Cartesian coordinates (Å):
C1 0.616 1.668 -0.145
C2 0.659 0.238 0.335
C3 -0.249 -0.798 -0.339
C4 -0.201 -2.116 -0.277
C5 -1.430 0.034 0.343
O1 1.636 -0.213 0.919
N1 -2.511 0.416 0.434
H1 1.628 2.055 -0.243
H2 0.082 1.777 -1.088
H3 0.092 2.255 0.609
H4 0.754 -2.594 -0.451
H5 -1.077 -2.722 -0.097

---

DFT (ωB97M-V/def2-TZVPD) results for a single C5H5NO molecule in a non-equilibrium geometry.

## Properties
HOMO-LUMO gap: 10.66 eV
SMILES: N#CC1CC(=O)C1
Charge: 0

Cartesian coordinates (Å):
O1 -2.055 -0.130 1.336
C1 -1.224 -0.122 0.483
C2 -0.566 0.992 -0.333
C3 0.661 0.036 -0.467
C4 -0.228 -1.167 -0.023
C5 1.721 0.339 0.490
N1 2.547 0.580 1.267
H1 -1.046 1.152 -1.307
H2 -0.444 1.945 0.187
H3 1.079 -0.043 -1.470
H4 0.151 -1.858 0.732
H5 -0.595 -1.725 -0.894

---

DFT (ωB97M-V/def2-TZVPD) results for a single C5H5NO molecule in a non-equilibrium geometry.

## Properties
HOMO-LUMO gap: 8.91 eV
SMILES: O=C1C=C[C@H]2N[C@@H]12
Charge: 0

Cartesian coordinates (Å):
C1 1.282 -0.047 -0.079
C2 0.792 1.284 -0.176
C3 -0.585 1.220 -0.169
C4 -0.985 -0.012 0.278
C5 0.219 -0.998 0.245
H1 1.388 2.231 -0.525
H2 -1.225 1.932 -0.132
H3 -1.487 -0.323 1.400
H4 -1.310 -1.982 -0.898
H5 0.246 -1.829 1.043
N1 -0.818 -0.980 -0.827
O1 2.482 -0.497 -0.158

---

DFT (ωB97M-V/def2-TZVPD) results for a single C5H5NO molecule in a non-equilibrium geometry.

## Properties
HOMO-LUMO gap: 10.81 eV
SMILES: N#C[C@@H]1C[C@@H]1C=O
Charge: 0

Cartesian coordinates (Å):
O1 -1.308 -1.761 0.328
C1 -0.846 -0.886 1.009
C2 -0.528 0.507 0.509
C3 0.948 0.664 0.401
C4 0.114 0.565 -0.863
C5 0.100 -0.635 -1.681
N1 0.050 -1.570 -2.366
H1 -0.366 -1.044 2.004
H2 -1.132 1.369 0.798
H3 1.521 -0.236 0.606
H4 1.397 1.589 0.756
H5 0.049 1.439 -1.502

---

DFT (ωB97M-V/def2-TZVPD) results for 2 unconnected molecules or ions with the total composition C5H5NO in a non-equilibrium geometry.

## Properties
HOMO-LUMO gap: 8.64 eV
Charge: 0

Cartesian coordinates (Å):
O1 0.393 0.402 2.013
C1 0.943 0.270 0.934
C2 2.392 0.219 0.571
C3 3.147 0.009 -0.358
C4 0.492 -0.041 -0.385
C5 -2.600 -0.451 -0.380
N1 -1.583 0.226 -0.024
H1 3.822 -0.211 -1.155
H2 0.633 0.758 -1.107
H3 -3.301 -0.896 0.338
H4 -2.800 -0.647 -1.434
H5 -1.539 0.361 0.987

---

DFT (ωB97M-V/def2-TZVPD) results for a single C5H5NO molecule in a non-equilibrium geometry.

## Properties
HOMO-LUMO gap: 10.78 eV
SMILES: N#C[C@@H]1C[C@@H]1C=O
Charge: 0

Cartesian coordinates (Å):
O1 -0.475 1.446 2.267
C1 -0.009 1.133 1.199
C2 0.065 -0.296 0.751
C3 -0.937 -0.817 -0.239
C4 0.500 -0.643 -0.657
C5 0.832 0.434 -1.565
N1 1.102 1.306 -2.276
H1 0.399 1.895 0.505
H2 0.375 -0.977 1.538
H3 -1.664 -0.122 -0.649
H4 -1.302 -1.829 -0.094
H5 1.115 -1.529 -0.780

---

no.,LUMO energy (eV)
1,-1.00
2,0.45
3,-0.28
4,0.54
5,-0.14
6,0.50